Formula: C47H106F27N7O5P4S
Source: the Open Molecules 2025 dataset
Level of theory: wB97M-V/def2-TZVPD

## Properties
**Net charge**: +2
**Highest occupied orbital energy**: -12.8606 eV
**ΔE to the lowest compared entry with this formula, charge and spin**: 0.0 kJ/mol
**Gap between HOMO and LUMO**: 7.1 eV

The geometry in XYZ format:
```
197
Properties=species:S:1:pos:R:3:forces:R:3:mulliken_charge:R:1
C -10.585 16.022 11.043 0.38 -0.75 -0.78 -0.786
C -9.181 16.013 10.426 -0.50 -0.04 2.24 0.432
O -8.182 15.805 11.038 -0.77 0.34 -1.78 -0.405
N -9.145 16.318 8.893 1.58 -0.31 0.55 -0.221
H -9.680 15.674 8.328 -0.05 -1.10 0.11 0.411
H -9.721 17.135 8.749 0.37 1.15 0.01 0.394
C -7.689 16.374 8.339 -0.87 -0.14 0.30 -0.714
H -10.565 15.747 12.098 0.39 0.35 -0.05 -0.050
H -11.096 15.186 10.566 -0.30 -0.08 -0.19 0.413
H -11.200 16.907 10.878 0.31 0.16 -0.09 0.546
H -7.821 16.411 7.258 0.44 0.36 0.17 0.355
H -7.157 15.469 8.636 -0.50 -0.18 -0.04 0.320
H -7.132 17.178 8.821 -0.44 0.28 -0.42 0.327
C -9.883 11.865 13.380 -0.36 1.23 -1.70 0.022
C -9.794 11.782 11.864 1.27 1.86 0.18 0.172
O -9.243 12.593 11.137 -1.64 -2.02 1.00 -0.587
N -10.370 10.514 11.294 0.72 1.19 -1.15 0.267
H -9.640 9.840 11.477 0.22 -0.69 -0.67 0.408
H -11.195 10.260 11.819 -1.40 -0.30 1.34 0.347
C -10.938 10.715 9.910 0.45 -0.09 0.36 -0.776
H -10.924 11.794 13.698 0.04 -0.82 0.17 -0.086
H -9.656 12.918 13.549 0.67 -0.27 0.60 -0.014
H -9.167 11.164 13.808 -0.23 0.16 0.47 0.461
H -11.682 11.489 10.097 0.01 -0.03 -0.43 0.295
H -11.458 9.809 9.598 0.24 0.07 -0.01 0.364
H -10.141 11.036 9.239 -0.30 -0.12 0.01 0.333
C -19.096 6.408 19.533 0.43 0.49 0.23 -1.450
C -19.040 6.760 18.062 -0.47 -0.45 0.70 -0.371
C -18.059 7.871 17.783 -1.40 -0.50 -2.12 -0.260
N -18.458 8.452 16.369 2.89 1.15 0.88 0.787
C -18.361 7.380 15.262 -0.32 1.98 1.55 -1.200
C -17.351 9.496 16.001 -0.29 1.16 0.01 0.190
C -18.069 10.547 15.125 -0.32 -0.09 0.85 1.640
C -19.437 10.651 15.825 -0.05 0.69 0.57 -0.836
C -19.710 9.290 16.344 -1.85 -2.67 -1.00 -0.707
H -19.907 5.704 19.719 0.21 0.02 0.18 0.390
H -19.226 7.320 20.117 -0.21 -0.12 0.23 0.347
H -18.125 5.996 19.808 -0.15 -0.27 0.33 0.366
H -20.040 7.094 17.785 -0.06 -0.12 -0.29 0.408
H -18.809 5.808 17.585 0.01 0.27 -0.68 0.282
H -17.068 7.462 17.584 0.22 0.46 0.63 0.468
H -18.174 8.669 18.517 0.55 0.17 -0.15 0.025
H -17.354 6.996 15.422 -0.34 -0.53 -0.43 0.336
H -18.427 8.022 14.384 -0.03 -0.75 -0.38 0.451
H -19.194 6.687 15.385 0.35 -0.06 -0.22 0.328
H -16.458 9.057 15.554 -0.42 -0.48 -0.15 -0.218
H -16.984 10.015 16.887 -0.48 -0.34 0.49 -0.582
H -18.085 10.192 14.095 -0.34 0.23 -0.15 0.123
H -17.652 11.553 15.186 0.52 -0.26 -0.18 -0.944
H -20.267 11.064 15.251 0.14 -0.37 -0.43 0.540
H -19.459 11.285 16.711 0.91 0.47 -0.18 0.279
H -20.312 8.720 15.635 -0.32 0.12 -0.29 0.211
H -20.321 9.191 17.241 0.71 0.33 0.44 0.470
C -21.618 14.892 10.721 1.01 -0.10 -0.74 -1.376
C -20.098 14.741 10.223 -1.26 0.52 1.11 -0.289
C -19.070 15.579 11.084 0.25 -2.03 -0.74 -0.627
N -17.692 14.726 11.255 -0.11 1.55 0.53 0.365
C -16.706 15.645 12.006 -1.87 -0.37 0.46 -1.520
C -17.013 14.319 9.955 -1.42 -1.92 0.64 -0.763
C -16.452 12.883 10.282 0.62 0.78 -0.47 -0.382
C -17.507 12.257 11.154 -1.01 -0.16 0.56 0.296
C -17.998 13.383 12.054 0.65 1.18 -0.02 0.414
H -22.311 14.293 10.129 0.43 -0.77 0.08 0.394
H -22.048 15.858 10.456 0.57 0.50 0.59 0.380
H -21.732 14.656 11.779 -0.04 0.18 -0.09 0.338
H -20.133 15.016 9.169 0.51 0.30 0.05 0.409
H -19.785 13.697 10.235 -0.28 -0.11 0.20 0.157
H -19.341 15.725 12.130 -0.32 -0.05 -0.09 0.472
H -18.925 16.545 10.600 0.71 -0.12 0.15 0.453
H -17.159 15.938 12.953 0.02 -0.54 0.30 0.246
H -16.701 16.609 11.499 0.78 -0.35 -0.57 0.456
H -15.791 15.082 12.194 0.08 0.42 -0.29 0.781
H -16.380 15.112 9.556 0.06 -0.24 0.28 0.312
H -17.860 14.123 9.298 0.24 0.30 -0.45 0.397
H -15.493 12.906 10.799 0.01 0.21 0.20 -0.093
H -16.280 12.253 9.409 -0.06 0.35 -0.24 0.608
H -17.121 11.457 11.785 0.23 0.06 -0.12 -0.386
H -18.313 11.809 10.573 -0.06 0.18 -0.22 0.413
H -17.403 13.370 12.966 0.22 0.55 -0.09 -0.922
H -19.021 13.451 12.424 -0.06 -0.28 -0.49 0.360
C -13.298 15.164 13.833 -0.71 -0.28 0.94 -1.050
C -13.748 13.821 14.538 0.71 1.00 0.26 1.515
C -13.597 14.097 16.074 -1.24 -1.56 0.25 -0.813
N -13.982 12.845 16.926 0.05 0.54 0.52 0.788
C -15.501 12.666 16.851 0.34 0.37 0.06 -0.101
C -13.185 11.556 16.575 -0.06 2.10 -0.40 1.690
C -12.787 10.919 17.880 -0.14 -1.86 -0.98 -0.805
C -13.301 11.778 18.984 -0.12 -0.62 1.19 -1.045
C -13.578 13.109 18.435 -0.78 1.40 -0.99 -0.296
H -12.359 15.458 14.302 0.36 -0.02 -0.42 -0.262
H -13.963 15.989 14.086 -0.36 -0.14 0.49 0.399
H -13.289 15.270 12.748 0.40 -0.83 -0.22 0.445
H -13.145 12.958 14.256 0.64 0.22 -0.06 -0.397
H -14.724 13.445 14.228 -0.30 0.68 0.33 -0.339
H -14.275 14.860 16.456 -0.14 0.11 -0.33 0.418
H -12.615 14.409 16.430 0.22 -0.31 -0.49 0.381
H -15.862 11.857 17.486 0.47 0.05 0.05 -0.097
H -15.846 12.537 15.825 0.49 -0.17 -0.04 -0.321
H -15.962 13.588 17.206 0.15 -0.11 0.17 0.011
H -13.828 10.939 15.948 0.19 0.17 -0.13 -0.638
H -12.301 11.922 16.053 -0.10 -0.16 -0.31 -0.639
H -13.327 9.974 17.812 0.02 -0.37 0.79 0.628
H -11.735 10.642 17.945 -0.03 0.46 -0.17 0.061
H -14.234 11.328 19.323 0.22 0.22 0.57 -0.090
H -12.561 11.904 19.774 -0.31 -0.32 0.23 0.678
H -14.379 13.627 18.964 -0.31 -0.07 -0.35 0.313
H -12.749 13.815 18.494 0.25 -0.22 -0.54 0.449
C -6.965 4.154 11.999 0.42 0.26 1.11 -1.343
C -8.075 4.295 13.067 -0.98 1.05 -1.13 -0.357
C -8.420 5.789 13.384 -1.13 -0.62 2.01 -0.675
N -9.526 5.947 14.498 0.17 -0.83 0.50 0.291
C -10.821 5.244 14.009 1.40 1.04 0.00 -1.005
C -9.797 7.439 14.802 0.17 -1.41 0.14 -0.701
C -10.446 7.420 16.199 1.45 -0.01 -0.59 -0.288
C -9.713 6.217 16.949 -1.05 1.19 -0.78 -0.901
C -9.023 5.377 15.861 -1.48 0.16 -0.31 -0.545
H -6.038 4.536 12.428 0.24 -0.27 0.01 0.359
H -7.076 4.735 11.083 -0.62 -0.15 0.03 0.342
H -6.848 3.094 11.773 0.12 0.17 -0.14 0.378
H -7.865 3.764 13.995 0.47 0.17 -0.03 0.380
H -8.948 3.784 12.662 -0.24 0.17 -0.01 0.343
H -8.905 6.436 12.653 0.84 -0.40 -0.81 0.437
H -7.578 6.255 13.896 0.21 0.25 -0.59 0.380
H -11.713 5.615 14.514 0.32 -0.25 0.41 0.352
H -10.647 4.171 14.084 -0.37 0.22 -0.04 0.283
H -10.895 5.586 12.976 -0.17 -0.42 -0.11 0.459
H -10.407 7.808 13.977 -0.08 0.18 0.14 0.417
H -8.806 7.892 14.788 -0.10 0.23 0.13 0.343
H -11.523 7.298 16.080 0.08 -0.19 0.34 0.268
H -10.249 8.370 16.696 -0.17 0.00 0.01 0.254
H -10.553 5.753 17.465 0.63 -0.63 0.21 0.343
H -8.953 6.566 17.648 -0.36 0.09 0.09 0.358
H -9.349 4.338 15.911 0.34 0.01 -0.11 0.350
H -7.938 5.454 15.927 -0.13 0.03 -0.31 0.451
C -10.982 20.992 17.669 0.75 -0.29 0.45 -1.531
C -9.990 19.819 17.802 -0.55 -0.65 -0.02 -0.320
C -10.290 18.869 16.651 0.87 -1.29 -0.36 -1.033
N -9.242 17.735 16.437 1.29 1.31 -1.59 0.321
C -9.070 16.781 17.614 -0.14 1.67 -0.54 -0.834
C -7.888 18.364 16.072 0.03 0.26 1.10 -0.619
C -7.045 17.275 15.445 0.22 -0.71 0.22 -1.152
C -8.090 16.352 14.825 -1.20 0.20 -1.51 0.293
C -9.503 16.995 15.122 0.81 -0.84 2.04 0.289
H -11.092 21.489 18.632 0.01 0.13 -0.19 0.384
H -11.975 20.700 17.326 0.12 -0.07 -0.02 0.326
H -10.466 21.638 16.958 -0.64 0.48 -0.06 0.460
H -10.019 19.275 18.746 -0.54 0.14 0.06 0.447
H -8.983 20.233 17.755 0.08 -0.07 -0.30 0.375
H -10.296 19.389 15.693 0.14 0.22 -0.02 0.239
H -11.226 18.311 16.683 -0.26 0.33 0.71 0.696
H -9.045 17.440 18.481 -0.63 -0.34 0.19 0.339
H -8.054 16.386 17.598 -0.54 -0.78 -0.42 0.410
H -9.945 16.135 17.532 0.54 -0.39 0.74 0.185
H -7.517 18.818 16.992 0.29 -0.07 -0.20 0.524
H -8.028 19.150 15.329 -0.46 0.08 0.16 0.357
H -6.422 16.687 16.119 -0.20 0.27 0.41 0.398
H -6.330 17.633 14.703 -0.27 0.38 0.00 0.382
H -7.972 15.305 15.105 -0.41 0.13 0.48 0.102
H -7.979 16.352 13.741 0.04 -0.05 -0.16 -0.007
H -10.287 16.278 15.364 -0.01 -0.14 -0.38 -0.710
H -9.868 17.755 14.432 0.29 -0.20 -0.21 0.501
C -14.369 8.525 13.380 -1.01 2.41 -2.45 0.453
F -13.572 7.662 12.838 1.01 -2.03 -0.84 -0.199
F -15.652 8.077 13.291 1.29 0.44 0.73 -0.189
F -13.941 8.746 14.589 -0.55 -0.08 1.51 -0.194
S -14.137 10.169 12.383 -1.67 1.31 -1.96 0.897
O -12.680 10.419 12.459 0.01 -0.82 0.16 -0.610
O -14.668 10.108 11.009 1.37 -1.44 1.26 -0.778
O -14.901 11.141 13.105 -0.18 0.19 1.58 -0.497
P -17.956 15.369 15.803 -4.39 2.00 2.02 2.006
F -16.787 14.642 15.003 0.99 0.04 -0.39 -0.862
F -17.171 15.681 17.134 1.41 -0.16 -0.45 -0.272
F -17.583 16.847 15.175 0.81 -1.13 -0.64 -0.486
F -19.261 16.118 16.440 0.16 -0.37 0.50 -0.398
F -19.009 15.065 14.564 0.89 -0.41 -1.36 -0.388
F -18.404 13.944 16.456 0.24 -0.25 -0.48 -0.371
P -9.292 12.573 17.383 2.95 1.47 2.13 1.428
F -10.302 13.550 16.559 -0.54 -0.43 0.43 -0.373
F -9.788 11.262 16.515 -0.41 0.32 1.13 -0.357
F -8.216 12.826 16.158 0.03 -0.17 -0.13 -0.432
F -8.141 11.767 18.226 -1.02 -1.28 -1.18 -0.413
F -8.609 13.865 18.162 -1.09 0.53 -0.89 -0.361
F -10.307 12.410 18.666 0.18 -0.36 -2.11 -0.367
P -13.493 17.048 19.569 -1.90 -0.79 1.80 1.164
F -13.076 17.332 21.125 -0.51 -0.02 -0.87 -0.419
F -12.626 18.344 19.139 -0.34 0.04 -1.06 -0.346
F -12.145 16.164 19.393 0.64 -0.39 -0.05 -0.347
F -13.866 16.500 18.014 0.08 1.77 0.46 -0.327
F -14.317 15.693 20.059 0.36 1.31 -0.12 -0.372
F -14.864 18.053 19.710 2.14 -1.98 -0.70 -0.403
P -17.501 11.618 20.100 0.37 2.15 2.28 1.275
F -18.091 10.282 20.852 0.55 0.27 -0.97 -0.401
F -18.597 12.535 20.885 0.53 -0.81 -0.72 -0.402
F -16.407 11.816 21.287 -0.51 -0.70 0.10 -0.435
F -16.836 12.993 19.475 -0.96 -0.78 -0.79 -0.361
F -16.354 10.771 19.275 -0.46 -0.83 -0.31 -0.355
F -18.533 11.377 18.856 0.47 0.08 0.02 -0.380
```
Forces are in eV/Å.